Model w:
This record from the OMol25 dataset describes a cluster of 3 separate species, C3H10O3S in total. The level of theory is ωB97M-V with the def2-TZVPD basis set.

Calculated values
lowest unoccupied orbital energy = 0.26 eV
SMILES string = O=CCCS.O.O
gap between HOMO and LUMO = 9.73 eV

Atoms and positions in Å:
O 0.3836 1.2957 1.6520
C 0.7363 1.1105 0.5033
C 1.0977 -0.2929 0.0895
C -0.1456 -1.2136 0.2772
S -1.7796 -0.4348 0.2419
H 0.3523 1.8359 -0.2387
H 1.8947 -0.6836 0.7278
H 1.4348 -0.2600 -0.9664
H -0.1253 -1.9214 -0.5364
H -0.0038 -1.7478 1.2274
H -1.9966 -0.7198 -1.0238
O 1.9901 -0.7787 4.1989
H 1.8766 -0.1494 4.9106
H 1.2420 -0.7000 3.6080
O -2.0882 1.7291 -5.1250
H -2.3741 0.8140 -5.2013
H -2.4950 2.1167 -4.3450

***

Model x:
This record from the OMol25 dataset describes a cluster of 3 separate species, C3H10O3S in total. The level of theory is ωB97M-V with the def2-TZVPD basis set.

Calculated values
lowest unoccupied orbital energy = 0.28 eV
SMILES string = O=CCCS.O.O
gap between HOMO and LUMO = 9.69 eV

Atoms and positions in Å:
O -1.8735 -1.2153 -0.5640
C -1.1397 -0.3898 -1.0334
C -0.5860 0.7953 -0.2713
C -0.0836 0.5064 1.1591
S 0.7381 -1.0837 1.3851
H -0.9287 -0.4380 -2.1171
H -1.4240 1.4952 -0.2880
H 0.2233 1.2122 -0.8617
H 0.5465 1.3240 1.4891
H -0.9533 0.4783 1.8169
H 1.8816 -0.7704 0.7631
O -4.2478 0.3884 1.4879
H -4.0807 -0.5521 1.6083
H -3.5212 0.7194 0.9389
O 5.1261 -0.6166 -2.1630
H 5.4288 -0.3100 -1.2991
H 4.8941 -1.5433 -2.0507

***

Energies relative to the minimum, hartree: model w 0.0139; model x 0.0000

***

Model w:
This record from the OMol25 dataset describes a cluster of 3 separate species, C3H10O3S in total. The level of theory is ωB97M-V with the def2-TZVPD basis set.

Calculated values
lowest unoccupied orbital energy = 0.67 eV
SMILES string = O=CCCS.O.O
gap between HOMO and LUMO = 10.18 eV

Atoms and positions in Å:
O 0.9664 -0.0221 -2.2663
C 1.4676 0.1646 -1.1843
C 0.7313 0.2113 0.1181
C -0.7732 0.0475 -0.0090
S -1.6408 0.1417 1.5901
H 2.5565 0.3364 -1.1185
H 0.9875 1.1557 0.6074
H 1.1581 -0.5581 0.7673
H -1.2056 0.7854 -0.6795
H -1.0330 -0.9197 -0.4311
H -1.4804 1.4610 1.7617
O -1.8303 -0.4126 -2.9708
H -0.8706 -0.3327 -2.8635
H -1.9767 -0.6066 -3.9055
O 1.2843 -0.4031 3.2922
H 0.3332 -0.3086 3.0990
H 1.3256 -0.7401 4.1927

***

Model x:
This record from the OMol25 dataset describes a cluster of 3 separate species, C3H10O3S in total. The level of theory is ωB97M-V with the def2-TZVPD basis set.

Calculated values
lowest unoccupied orbital energy = 0.51 eV
SMILES string = O=CCCS.O.O
gap between HOMO and LUMO = 9.61 eV

Atoms and positions in Å:
O 2.5013 1.0301 -0.1388
C 1.9143 0.5134 -1.0647
C 0.5444 -0.1284 -0.7398
C -0.3484 0.7171 0.2078
S -1.6025 -0.3471 1.0743
H 2.4173 0.2350 -2.0964
H 0.0329 -0.1207 -1.7209
H 1.0086 -1.1667 -0.4104
H -0.9858 1.4300 -0.2996
H 0.1657 1.4999 0.8415
H -2.8840 0.2298 1.0990
O 1.6758 0.2434 2.6544
H 2.1108 0.7333 1.8755
H 2.3324 0.4343 3.3429
O -2.6273 -1.8838 -1.7723
H -2.7899 -1.0735 -1.2055
H -3.4657 -2.3461 -1.6469

***

Energies relative to the minimum, hartree: model w 0.0000; model x 0.0608

***

Model w:
This record from the OMol25 dataset describes a structure of composition C4H7N3O. The level of theory is ωB97M-V with the def2-TZVPD basis set.

Calculated values
lowest unoccupied orbital energy = 0.13 eV
gap between HOMO and LUMO = 8.29 eV

Atoms and positions in Å:
C 1.1130 -1.0600 -0.0271
C -1.3029 -0.8569 0.1164
C -2.4496 -0.2546 -0.1708
C 0.7657 1.6124 0.7841
H 1.4276 0.5857 -1.4068
H 2.9070 -0.5872 -1.0368
H -1.4061 -1.9079 0.1566
H -3.5652 -0.6939 0.1826
H -2.5199 0.8488 -0.7750
H 0.6514 2.7820 0.8897
H 1.3186 0.9858 1.4172
N 2.1321 -0.1009 -0.5005
N -0.1070 -0.2635 -0.0631
N 0.0528 1.1262 -0.1381
O 0.9827 -2.2159 0.5715

***

Model x:
This record from the OMol25 dataset describes an isolated molecule of C4H7N3O. The level of theory is ωB97M-V with the def2-TZVPD basis set.

Calculated values
lowest unoccupied orbital energy (alpha / beta) = -0.34 / -0.34 eV
gap between HOMO and LUMO (alpha / beta) = 5.52 / 5.51 eV

Atoms and positions in Å:
C 1.2026 0.5977 1.3741
C -0.9654 0.4159 -0.1192
C 0.4943 -0.0711 0.2898
N -1.7355 -0.3472 -0.8681
N 0.3415 -1.5398 0.3978
O -1.2140 1.6824 0.1000
C 1.1420 0.2392 -1.0129
N 1.7038 0.4744 -1.9985
H -2.0176 2.0018 -0.3387
H -1.4160 -1.3132 -0.9154
H -2.3620 0.0024 -1.5875
H 1.2331 -1.9739 0.1838
H 0.1592 -1.7288 1.3806
H 1.8792 -0.0438 1.9249
H 1.5548 1.6042 1.1893

***

Model y:
This record from the OMol25 dataset describes a cluster of 2 separate species, C4H7N3O in total. The level of theory is ωB97M-V with the def2-TZVPD basis set.

Calculated values
lowest unoccupied orbital energy = 0.56 eV
SMILES string = N#CC(N)=O.C=NC
gap between HOMO and LUMO = 10.79 eV

Atoms and positions in Å:
N 0.9238 1.9315 1.3927
C 1.2127 1.0068 0.7623
C 2.2850 0.1457 0.0287
N 1.7564 -0.4826 -1.0414
O 3.4640 0.2164 0.2921
H 0.7390 -0.4642 -1.1607
H 2.3830 -1.0060 -1.6339
C -1.1266 -1.3569 0.5510
N -0.8516 -0.2108 0.0649
C -1.8662 0.7934 -0.1129
H -0.5101 -2.2053 0.2963
H -2.0903 -1.5812 1.0104
H -2.8248 0.5052 0.3289
H -1.9720 1.0143 -1.1755
H -1.5224 1.6939 0.3972

***

Energies relative to the minimum, hartree: model w 0.1572; model x 0.0961; model y 0.0000

***

Model w:
This record from the OMol25 dataset describes an isolated molecule of C4H7N3O. The level of theory is ωB97M-V with the def2-TZVPD basis set.

Calculated values
lowest unoccupied orbital energy = 0.38 eV
SMILES string = [H]/N=C(/C)N(N)C=C=O
gap between HOMO and LUMO = 7.98 eV

Atoms and positions in Å:
H 0.7126 2.0674 -0.9783
N -0.2230 2.0442 -0.5497
C -0.3600 0.8430 -0.0652
C -1.6953 0.5090 0.5603
N 0.6852 -0.0913 -0.0878
N 1.9808 0.5023 -0.2283
C 0.6153 -1.4681 -0.1801
C -0.4745 -2.1469 -0.3782
O -1.4518 -2.7730 -0.5569
H -1.5434 -0.0288 1.5002
H -2.2896 -0.0982 -0.1260
H -2.2522 1.4270 0.7729
H 2.7060 -0.1175 0.1373
H 2.0246 1.3178 0.3946
H 1.5652 -1.9868 -0.2148

***

Model x:
This record from the OMol25 dataset describes an isolated molecule of C4H7N3O. The level of theory is ωB97M-V with the def2-TZVPD basis set.

Calculated values
lowest unoccupied orbital energy = 0.71 eV
SMILES string = C1=N\N=C/NOCC/1
gap between HOMO and LUMO = 9.81 eV

Atoms and positions in Å:
C 1.2378 -0.8725 0.6828
N 1.8460 0.1621 0.4157
N 1.3540 1.4076 0.2598
C 0.5418 1.7561 -0.6498
N -0.1121 0.7765 -1.4212
O -1.2804 0.3585 -0.7866
C -1.2344 -0.2529 0.5000
C -0.2871 -1.3892 0.4595
H 1.8770 -1.8068 0.7266
H 0.3546 2.8108 -0.5108
H -0.3934 1.0238 -2.2776
H -2.2321 -0.5362 0.7868
H -0.7234 0.5320 1.2814
H -0.4600 -2.1677 1.1807
H -0.4882 -1.8022 -0.6475

***

Energies relative to the minimum, hartree: model w 0.0000; model x 0.0905